(1)
Computed, not measured: C38H32LuN5O2PS as an isolated structure at a distorted geometry, with ωB97M-V/def2-TZVPD.

The geometry in XYZ format:
```
80
Properties=species:S:1:pos:R:3:mulliken_charge:R:1
Lu 0.70166 -0.62135 0.49450 1.21
N 1.39008 4.59888 1.33739 -0.43
C 2.20891 3.57387 0.96418 0.42
C 2.40537 2.45381 1.77629 -0.41
C 3.12859 1.39201 1.27917 -0.65
C 3.60608 1.36213 -0.03660 -0.11
C 3.56056 2.52024 -0.82224 -0.61
C 2.88328 3.61888 -0.34582 -0.62
S 4.12163 -0.12932 -0.76881 1.33
O 4.56637 0.08300 -2.11866 -0.72
O 4.95484 -0.86839 0.17128 -0.69
N 2.62598 -0.76042 -0.70782 -0.24
C 2.47087 -2.07606 -0.94854 0.48
N 3.37646 -2.80188 -1.61272 -0.60
C 3.06509 -4.08074 -1.76033 -0.37
C 1.81915 -4.60251 -1.33142 -0.62
C 0.90194 -3.76917 -0.73775 -0.30
N 1.22401 -2.46453 -0.60582 0.15
H 0.78199 4.48298 2.11282 0.23
H 1.25888 5.35804 0.68571 0.20
H 2.05735 2.41948 2.79513 0.48
H 3.28400 0.49915 1.90397 0.65
H 4.00216 2.57564 -1.80900 0.50
H 2.57738 4.43742 -1.00357 0.31
H 3.74803 -4.74888 -2.32410 0.43
H 1.51314 -5.66449 -1.51265 0.37
H -0.08437 -4.15503 -0.38727 0.40
C 2.19465 -3.58350 3.58043 -0.89
C 1.06671 -3.51816 4.38734 -0.62
C -0.01357 -2.59755 4.24353 -1.10
C 0.10877 -1.64914 3.21396 0.52
C 1.25754 -1.72179 2.38109 0.27
C 2.30369 -2.60529 2.57146 -0.07
C -0.95042 -0.69256 2.96921 0.90
C -2.17652 -0.79927 3.79321 -1.35
C -2.77998 0.38226 4.10109 -0.65
C -2.44543 1.55302 3.39257 0.48
C -2.86582 2.88792 3.77273 -0.92
C -2.63522 3.94921 2.95193 -0.57
C -1.97019 3.76510 1.70030 -0.92
C -1.35820 2.54753 1.44155 -0.05
C -1.62400 1.43907 2.25984 0.03
N -0.72960 0.35983 2.19042 0.20
H 2.92909 -4.40295 3.75797 0.40
H 0.93609 -4.22585 5.19289 0.38
H -0.88602 -2.62719 4.87905 0.34
H 3.17176 -2.62613 1.96189 0.54
H -2.47604 -1.71009 4.31678 0.53
H -3.55206 0.39411 4.91392 0.40
H -3.26018 3.08126 4.74768 0.48
H -2.92346 4.97120 3.28805 0.37
H -1.89574 4.58479 0.94203 0.45
H -0.74398 2.41393 0.55731 0.66
C -3.17853 0.34002 -0.83950 -1.65
P -1.49146 -0.10824 -1.44196 1.48
C -1.18130 1.29860 -2.54768 0.05
C -1.87316 1.44638 -3.78366 -0.53
C -1.54529 2.58092 -4.61048 -0.56
C -0.76853 3.61924 -4.10754 -0.74
C -0.26994 3.52295 -2.84268 -0.77
C -0.30973 2.34197 -2.09753 0.99
C -1.75974 -1.55150 -2.53494 0.50
C -0.65432 -2.11151 -3.17225 -0.47
C -0.75359 -3.39843 -3.73279 -0.65
C -1.95612 -4.06222 -3.71162 -0.63
C -3.05895 -3.44891 -3.09324 -0.72
C -3.02776 -2.19404 -2.58597 -0.55
H -3.85697 0.49281 -1.67560 0.55
H -3.11269 1.29022 -0.25053 0.22
H -3.61380 -0.40128 -0.17070 0.48
H -2.59506 0.68609 -4.15768 0.32
H -1.93027 2.56051 -5.61297 0.44
H -0.54645 4.41900 -4.82757 0.37
H 0.06232 4.43170 -2.36752 0.40
H 0.14006 2.22558 -1.10786 -0.28
H 0.27074 -1.54444 -3.14454 0.53
H 0.09493 -3.84098 -4.23602 0.47
H -2.00872 -5.05624 -4.13401 0.43
H -3.96000 -4.07171 -3.14786 0.36
H -3.94693 -1.66905 -2.26086 0.34
```

The energy above the lowest of the compared OMol25 structures with the same formula, charge and spin is 15.8 kcal per mole. The value obtained for the highest occupied orbital energy is -10.60 eV. For the gap between HOMO and LUMO, the calculation gives 7.3 eV. Its net charge is +1.


(2)
Computed, not measured: C38H32N3O2ReSiTe as an isolated structure at a distorted geometry, with ωB97M-V/def2-TZVPD.

The geometry in XYZ format:
```
78
Properties=species:S:1:pos:R:3:mulliken_charge:R:1
Re -0.74500 0.96012 -0.11011 0.03
C -4.61239 3.06899 0.35480 -1.62
C -3.51967 2.07976 0.15567 0.66
N -2.25807 2.37610 0.13657 0.89
N -1.84146 3.68777 0.15683 -1.16
C -0.66683 3.75804 -0.38943 0.64
O -0.10869 2.62267 -0.86575 -0.60
C 0.09500 4.98928 -0.52510 0.52
C -0.47329 6.20607 -0.13937 -0.43
C 0.26579 7.36931 -0.24286 -0.65
C 1.57001 7.32434 -0.72654 -0.43
C 2.13432 6.11467 -1.10780 -0.69
C 1.39968 4.94504 -1.00977 -0.29
C -3.74991 0.66689 -0.17196 0.69
C -4.99375 0.07465 -0.27154 -0.57
C -5.09564 -1.20750 -0.78696 -0.65
C -3.94805 -1.85421 -1.22287 -0.74
C -2.72873 -1.22593 -1.07174 -0.49
N -2.62869 -0.00378 -0.53489 -0.01
H -4.19821 4.04324 0.58651 0.36
H -5.26215 2.74885 1.17104 0.39
H -5.22014 3.14376 -0.54914 0.37
H -1.48506 6.22408 0.23759 0.48
H -0.16954 8.31292 0.05209 0.41
H 2.14588 8.23565 -0.80640 0.41
H 3.14810 6.08244 -1.48178 0.45
H 1.83403 3.99920 -1.29708 0.46
H -5.87355 0.62339 0.02987 0.47
H -6.06074 -1.68640 -0.86691 0.45
H -3.97964 -2.84237 -1.65452 0.53
H -1.81204 -1.70552 -1.37263 0.60
Te 0.00991 1.52370 2.30856 -0.08
C 1.93320 1.86005 1.47302 -0.26
C 2.52709 3.10707 1.66720 -0.53
C 3.78675 3.36071 1.14820 -0.62
C 4.44936 2.38908 0.40794 -0.61
C 3.85213 1.15520 0.19773 -0.68
C 2.59921 0.88328 0.73504 0.41
H 2.00758 3.87776 2.22135 0.43
H 4.24809 4.32370 1.31705 0.47
H 5.42998 2.59226 -0.00039 0.42
H 4.36419 0.39015 -0.37101 0.50
H 2.15848 -0.09122 0.59232 0.10
O -0.11562 -0.82348 0.01776 0.99
Si 0.36234 -2.39970 0.06351 -0.13
C 1.99834 -2.55553 0.92142 0.29
C 2.11902 -2.08564 2.23431 -0.16
C 3.32295 -2.18040 2.91402 -0.84
C 4.42393 -2.76063 2.29301 -0.49
C 4.31437 -3.24989 0.99956 -0.78
C 3.10708 -3.14915 0.31702 -0.42
C 0.47430 -2.89629 -1.73572 0.60
C -0.27640 -3.93438 -2.29362 -0.24
C -0.19280 -4.22656 -3.65113 -0.74
C 0.63939 -3.48033 -4.47045 -0.57
C 1.39237 -2.44162 -3.93388 -0.77
C 1.31005 -2.15533 -2.57993 -0.34
C -0.94926 -3.33993 0.99046 0.82
C -0.88434 -4.73594 1.04996 -0.50
C -1.83417 -5.46652 1.74949 -0.77
C -2.85920 -4.81001 2.41876 -0.59
C -2.92238 -3.42329 2.39469 -0.58
C -1.97491 -2.69763 1.68587 -0.06
H 1.26191 -1.63199 2.72927 0.38
H 3.40447 -1.80526 3.92473 0.44
H 5.36351 -2.83541 2.82192 0.42
H 5.16668 -3.71151 0.52115 0.44
H 3.03520 -3.52831 -0.69442 0.44
H -0.93210 -4.52141 -1.66608 0.48
H -0.77384 -5.03832 -4.06541 0.44
H 0.70593 -3.70761 -5.52522 0.40
H 2.04412 -1.85996 -4.57133 0.43
H 1.90667 -1.34495 -2.17436 0.50
H -0.07833 -5.26256 0.55260 0.49
H -1.76957 -6.54526 1.78211 0.43
H -3.59551 -5.37736 2.97137 0.41
H -3.70186 -2.90805 2.93973 0.47
H -2.01984 -1.61300 1.69599 0.09
```

As for the spin multiplicity: 2. The energy above the lowest of the compared OMol25 structures with the same formula, charge and spin is 12.7 kcal per mole. The value obtained for the highest occupied orbital energy (spin up / spin down) is -10.20 / -10.62 eV. For the gap between HOMO and LUMO (spin up / spin down), the calculation gives 5.9 / 6.2 eV. Its net charge is +1.


(3)
Computed, not measured: C38H33BFeN10O2S3 as an isolated structure at a distorted geometry, with ωB97M-V/def2-TZVPD.

The geometry in XYZ format:
```
88
Properties=species:S:1:pos:R:3:mulliken_charge:R:1
Fe -0.28552 -0.27619 0.12865 -0.26
C 2.54889 -1.39251 1.39694 -1.94
C 1.59194 -0.32737 1.84611 1.15
N 0.37881 -0.69950 2.11294 -0.42
N -0.30402 -0.01693 3.11208 -0.64
C -1.55185 0.16588 2.85953 0.43
S -2.24789 -0.04875 1.30389 -0.43
S -2.62494 0.60768 4.21225 -0.16
C -1.57755 1.79257 5.12794 -0.81
C -1.93138 3.22187 4.83265 0.00
C -2.67847 3.97006 5.73485 -0.45
C -3.02223 5.28536 5.45200 -0.63
C -2.62418 5.86707 4.25814 -0.47
C -1.88502 5.12357 3.34657 -0.93
C -1.54293 3.81205 3.63351 0.35
C 2.13053 0.99862 2.24609 1.01
C 3.33266 1.10960 2.94317 -1.02
C 3.81183 2.34290 3.35542 -0.88
C 3.10304 3.49851 3.06208 -0.81
C 1.92438 3.42007 2.33601 -0.45
C 1.47383 2.18098 1.93305 0.55
O 0.27952 2.12386 1.18166 0.14
H 3.00526 -1.80719 2.30178 0.56
H 3.34293 -1.02649 0.75325 0.42
H 2.00295 -2.19368 0.90297 0.20
H -0.54731 1.55346 4.86969 0.21
H -1.71738 1.57463 6.18622 0.57
H -2.99378 3.51943 6.66909 0.37
H -3.60325 5.85523 6.16591 0.36
H -2.89282 6.89169 4.03572 0.39
H -1.58123 5.56567 2.40537 0.46
H -0.99516 3.22305 2.90980 0.67
H 3.88181 0.21014 3.18848 0.43
H 4.73683 2.40089 3.91305 0.41
H 3.46739 4.46240 3.39083 0.46
H 1.36109 4.30467 2.06933 0.55
C 3.19943 -0.26198 -2.33446 -1.94
C 2.49143 0.26193 -1.25163 -0.74
N 1.27651 -0.26907 -1.18828 1.16
N 1.17196 -1.12915 -2.22069 0.36
C 2.31447 -1.14181 -2.92536 -0.08
B -0.17600 -1.82884 -2.57363 0.36
N -1.23493 -0.71393 -2.64919 0.46
C -2.10496 -0.31431 -3.59122 0.00
C -2.86798 0.70766 -3.06544 -1.57
C -2.38881 0.87520 -1.76509 -0.19
N -1.41031 0.01128 -1.52238 0.06
N -0.58055 -2.76383 -1.41435 -0.29
C -1.22705 -3.94153 -1.38287 -0.24
C -1.44513 -4.27897 -0.06242 -1.49
C -0.91174 -3.21303 0.66581 -0.24
N -0.39625 -2.30948 -0.15828 1.04
N 0.00785 -2.60709 -3.85787 0.49
C 0.56868 -3.83547 -4.00599 -0.34
C 0.80046 -4.03317 -5.34320 -0.94
C 0.35391 -2.84198 -5.94903 -0.34
N -0.10779 -1.98811 -5.05552 -0.99
H 4.19818 -0.02273 -2.65399 0.51
H 2.79202 1.00760 -0.53141 0.69
H 2.40724 -1.74417 -3.81368 0.38
H -2.08667 -0.76378 -4.56748 0.56
H -3.65240 1.25604 -3.55577 0.48
H -2.70310 1.55982 -0.99432 0.49
H -1.48347 -4.45742 -2.29260 0.63
H -1.92878 -5.16177 0.31607 0.45
H -0.88551 -3.03986 1.72811 0.43
H 0.77843 -4.46250 -3.15576 0.58
H 1.22498 -4.90357 -5.81224 0.43
H 0.35039 -2.57283 -6.99338 0.46
C 0.14291 3.36479 -9.14344 -1.10
C 0.25131 3.24900 -7.64345 0.73
O 0.26181 2.20853 -7.05125 -0.50
S 0.35145 4.84980 -6.83864 -0.25
C 0.36443 4.36182 -5.13604 -0.01
C -0.78456 4.51135 -4.36999 -0.58
C -0.77471 4.16075 -3.03130 -0.43
C 0.38174 3.64249 -2.44875 0.27
C 1.53061 3.49124 -3.22563 -0.30
C 1.52221 3.85300 -4.56051 -0.46
C 0.37213 3.24335 -1.06884 -0.08
C 0.32603 2.69696 -0.00142 -0.08
H 0.83843 2.66210 -9.59954 0.30
H 0.34316 4.37453 -9.49663 0.38
H -0.86897 3.07919 -9.43292 0.28
H -1.68539 4.90133 -4.82507 0.44
H -1.66745 4.27238 -2.43088 0.49
H 2.42552 3.07943 -2.77993 0.43
H 2.41244 3.73264 -5.16323 0.43
```

The energy above the lowest of the compared OMol25 structures with the same formula, charge and spin is 43.8 kcal per mole. The value obtained for the highest occupied orbital energy (spin up / spin down) is -7.69 / -7.73 eV. For the gap between HOMO and LUMO (spin up / spin down), the calculation gives 7.7 / 7.7 eV. Its net charge is 0.